This record from the Open Molecules 2025 dataset describes an isolated molecule of C4H8N2. The level of theory is the ωB97M-V functional and the def2-TZVPD basis.

```
14
Properties=species:S:1:pos:R:3:lowdin_charge:R:1
C 1.270 -1.124 0.576 -0.1142
C 0.689 -0.266 -0.547 -0.2191
C -0.362 0.764 -0.085 -0.4125
N -1.234 1.125 -1.193 0.0359
C -1.108 0.307 1.119 -0.1964
N -1.711 -0.009 2.055 0.1479
H 0.529 -1.844 0.938 0.0743
H 1.581 -0.518 1.435 0.0794
H 2.145 -1.679 0.225 0.0728
H 1.478 0.295 -1.059 0.1123
H 0.232 -0.910 -1.309 0.1104
H 0.166 1.674 0.227 0.1461
H -1.798 0.323 -1.463 0.0823
H -1.878 1.861 -0.919 0.0808
```

The HOMO energy is -10.36 eV. Its multiplicity is 1. The calculation puts the energy at -266.71176 Ha. The value obtained for the largest force on an atom is 1.12 eV/Å. For the relative energy (zero: lowest compared OMol25 entry of this formula, charge and spin), the calculation gives 6.43 kcal per mole.



This record from the Open Molecules 2025 dataset describes ILi as an isolated structure. The level of theory is the ωB97M-V functional and the def2-TZVPD basis.

```
2
Properties=species:S:1:pos:R:3:lowdin_charge:R:1
Li 1.061 -0.333 -0.432 0.4538
I -1.061 0.333 0.432 -0.4538
```

The HOMO energy is -8.44 eV. Its multiplicity is 1. The calculation puts the energy at -305.27616 Ha. The value obtained for the largest force on an atom is 0.04 eV/Å. For the relative energy (zero: lowest compared OMol25 entry of this formula, charge and spin), the calculation gives 0.00 kcal per mole.



This record from the Open Molecules 2025 dataset describes a 8-piece molecular cluster, C6H27NO7 overall. The level of theory is the ωB97M-V functional and the def2-TZVPD basis.

```
41
Properties=species:S:1:pos:R:3:lowdin_charge:R:1
C -0.381 -3.322 1.429 -0.0527
C 0.153 -2.068 0.599 -0.3796
C 1.314 -2.520 -0.309 -0.1464
C 2.228 -1.452 -0.987 -0.3384
C 2.884 -0.622 -0.131 0.0152
C 2.364 -1.437 -2.426 -0.0655
N -0.944 -1.439 -0.217 0.0581
H -1.017 -3.954 0.844 0.0620
H 0.603 -3.797 1.730 0.0785
H -0.799 -3.072 2.413 0.0637
H 0.386 -1.149 1.305 0.1226
H 1.937 -3.293 0.149 0.1061
H 0.899 -3.190 -1.089 0.1215
H 2.810 -0.830 0.969 0.0593
H 3.527 0.315 -0.519 0.1181
H 1.578 -1.744 -2.953 0.0321
H 3.232 -1.875 -2.829 0.0736
H 2.598 -0.368 -2.770 0.1207
H -1.547 -0.991 0.442 0.0470
H -1.353 -1.963 -0.875 -0.0060
H -1.906 1.778 -1.294 -0.0107
H -2.120 2.957 -2.163 0.0597
O -1.440 2.373 -1.854 -0.0115
H -3.167 -0.705 -2.721 -0.0237
H -3.066 -1.022 -1.364 0.0582
O -3.288 -1.472 -2.251 -0.0447
H 0.241 2.534 -1.163 -0.0136
H 1.055 1.923 -0.137 -0.0585
O 1.109 2.516 -0.799 0.0004
H -2.343 1.694 0.390 -0.0392
H -3.657 1.277 1.074 0.0911
O -3.247 1.622 0.212 -0.0745
H 2.460 3.190 1.017 -0.0644
H 1.501 4.237 0.708 0.1100
O 1.880 3.666 1.481 -0.0439
H -1.977 0.616 3.385 0.1163
H -0.868 0.698 2.442 0.0221
O -1.801 1.102 2.469 -0.1363
H 1.618 0.014 2.021 0.0209
H 1.188 1.347 1.669 -0.0501
O 0.965 0.688 2.215 0.0025
```

The HOMO energy is -9.25 eV. Its multiplicity is 1. The calculation puts the energy at -826.10068 Ha. The value obtained for the largest force on an atom is 6.43 eV/Å. For the relative energy (zero: lowest compared OMol25 entry of this formula, charge and spin), the calculation gives 99.26 kcal per mole.



This record from the Open Molecules 2025 dataset describes a 18-piece molecular cluster, C45H90O36 overall. The level of theory is the ωB97M-V functional and the def2-TZVPD basis.

```
171
Properties=species:S:1:pos:R:3:lowdin_charge:R:1
C 19.831 14.187 16.773 -0.1308
O 18.647 14.240 15.975 -0.1712
H 19.595 13.672 17.696 0.0741
H 20.741 13.642 16.351 0.1096
H 20.086 15.236 16.986 0.0799
H 18.981 14.659 15.145 0.0460
C 18.922 16.825 13.906 -0.1275
O 19.621 15.633 13.556 -0.1312
H 17.831 16.664 13.861 0.0777
H 19.230 16.959 14.942 0.0725
H 19.070 17.598 13.203 0.0698
H 19.653 15.520 12.585 0.0667
C 7.314 14.462 18.826 -0.1385
O 8.511 13.953 18.320 -0.1364
H 7.347 14.218 19.937 0.0961
H 7.139 15.459 18.550 0.0587
H 6.485 13.846 18.325 0.1115
H 9.251 14.324 18.754 0.0096
C 13.251 16.367 13.074 -0.1062
O 14.513 16.705 13.640 -0.1073
H 13.369 16.020 12.080 0.0519
H 12.661 15.545 13.613 0.0907
H 12.571 17.191 13.073 0.0675
H 15.004 15.906 13.734 0.0249
C 18.638 10.652 15.130 -0.1474
O 18.657 11.826 14.289 -0.1588
H 18.455 9.723 14.523 0.0895
H 19.531 10.551 15.712 0.0578
H 17.781 10.699 15.835 0.0734
H 18.542 12.662 14.825 0.0516
C 15.229 20.174 13.000 -0.1375
O 15.978 19.092 13.524 -0.1362
H 14.620 19.818 12.217 0.0589
H 14.671 20.757 13.714 0.0545
H 15.964 20.882 12.578 0.0879
H 15.440 18.308 13.577 0.0164
C 14.232 16.596 21.264 -0.1997
O 13.547 15.873 20.330 -0.1272
H 14.046 17.678 21.086 0.0867
H 14.020 16.255 22.323 0.0922
H 15.376 16.519 21.170 0.0913
H 13.463 16.384 19.542 0.0122
C 9.593 15.904 21.103 -0.1095
O 10.401 15.542 19.959 -0.1359
H 9.313 16.938 21.190 0.0768
H 8.691 15.346 21.112 0.0465
H 10.097 15.643 22.020 0.0782
H 11.334 15.696 20.231 0.0628
C 15.507 13.410 14.479 -0.0642
O 16.433 14.569 14.285 -0.1378
H 15.898 12.449 14.143 0.0464
H 15.221 13.288 15.559 0.1045
H 14.590 13.558 13.840 0.0813
H 16.706 14.806 15.146 0.0305
C 13.652 7.518 15.254 0.0097
C 13.605 8.922 14.568 -0.2941
C 14.803 9.782 14.794 -0.0811
O 15.157 10.236 13.469 0.0423
C 14.508 9.463 12.545 -0.5183
O 14.699 9.413 11.359 0.1462
O 13.571 8.697 13.167 0.0823
H 14.439 6.945 14.836 0.0711
H 12.793 6.923 15.090 0.0718
H 13.990 7.545 16.263 0.0719
H 12.677 9.465 14.880 0.1414
H 15.604 9.249 15.237 0.1214
H 14.571 10.606 15.441 0.1157
C 6.772 13.769 14.079 -0.0120
C 7.681 14.327 15.171 -0.3364
C 8.938 14.978 14.748 -0.0302
O 8.627 16.430 14.999 0.0713
C 7.531 16.588 15.718 -0.5688
O 7.064 17.586 16.155 0.1607
O 6.963 15.331 15.927 0.0443
H 7.152 12.859 13.606 0.0802
H 6.804 14.509 13.225 0.1045
H 5.737 13.655 14.397 0.0847
H 7.977 13.524 15.827 0.1284
H 9.286 14.870 13.726 0.1240
H 9.792 14.773 15.382 0.1024
C 17.862 19.466 16.089 -0.0045
C 18.472 20.875 15.982 -0.2627
C 18.800 21.293 14.534 -0.0609
O 17.705 22.135 14.177 0.0537
C 17.216 22.675 15.298 -0.5861
O 16.603 23.689 15.348 0.1626
O 17.603 21.947 16.370 0.0727
H 17.132 19.135 15.396 0.0505
H 17.611 19.441 17.120 0.0787
H 18.653 18.766 15.950 0.0544
H 19.268 20.911 16.760 0.1620
H 18.741 20.491 13.844 0.1177
H 19.670 21.875 14.409 0.1207
C 10.883 13.670 9.647 -0.0207
C 10.889 12.614 10.717 -0.2916
C 12.211 11.892 10.841 -0.0399
O 12.731 12.398 12.139 0.0543
C 11.752 13.114 12.783 -0.5208
O 11.827 13.645 13.866 0.0893
O 10.632 13.197 12.034 0.0800
H 11.017 13.202 8.653 0.1118
H 11.748 14.323 9.820 0.0701
H 10.058 14.298 9.615 0.0603
H 10.090 11.852 10.464 0.1667
H 12.887 12.190 10.006 0.1296
H 12.198 10.825 10.889 0.1209
C 16.965 11.330 9.921 -0.0003
C 16.076 12.199 10.725 -0.2486
C 16.734 13.433 11.242 -0.0239
O 15.627 14.418 11.196 0.0900
C 14.802 14.057 10.272 -0.6427
O 13.836 14.682 9.895 0.0896
O 15.022 12.827 9.813 0.0811
H 16.356 10.758 9.268 0.0808
H 17.455 10.719 10.617 0.0847
H 17.573 11.926 9.225 0.1065
H 15.568 11.701 11.486 0.1013
H 17.558 13.790 10.676 0.1051
H 17.089 13.351 12.291 0.1316
C 13.662 20.751 16.446 -0.0208
C 12.654 19.677 16.661 -0.2974
C 12.228 18.893 15.416 -0.0277
O 12.146 17.521 15.976 0.0546
C 12.904 17.425 17.083 -0.5284
O 13.042 16.471 17.769 0.1531
O 13.385 18.663 17.389 0.0705
H 13.125 21.534 15.920 0.0913
H 14.414 20.516 15.680 0.0636
H 14.164 21.202 17.331 0.1122
H 11.732 19.937 17.177 0.1597
H 12.928 18.883 14.587 0.1075
H 11.176 19.124 15.119 0.1541
C 12.109 12.218 22.672 0.0132
C 10.818 12.186 21.864 -0.3127
C 10.226 10.820 21.543 -0.0665
O 8.796 10.985 21.790 0.0547
C 8.633 12.087 22.583 -0.5363
O 7.619 12.404 23.148 0.1435
O 9.783 12.805 22.617 0.0541
H 11.801 12.057 23.673 0.0834
H 12.547 13.179 22.532 0.0713
H 12.802 11.465 22.359 0.0851
H 10.813 12.772 20.902 0.1559
H 10.522 10.053 22.244 0.1265
H 10.414 10.362 20.580 0.1238
C 11.723 13.674 17.500 -0.0057
C 10.974 12.358 17.597 -0.2397
C 10.836 11.580 16.271 -0.0240
O 12.038 10.736 16.297 0.0061
C 12.515 10.579 17.550 -0.5875
O 13.386 9.859 17.907 0.1662
O 11.802 11.381 18.345 0.0649
H 11.124 14.519 17.031 0.1054
H 12.556 13.493 16.830 0.0827
H 12.148 13.957 18.453 0.0752
H 10.052 12.412 18.091 0.1047
H 10.860 12.192 15.410 0.0889
H 9.985 10.901 16.174 0.1404
C 15.354 17.762 9.950 0.0042
C 16.538 17.495 8.973 -0.2535
C 17.694 18.492 9.012 -0.1164
O 18.584 17.869 9.904 0.0130
C 18.330 16.475 10.019 -0.4771
O 19.059 15.737 10.622 0.1416
O 17.189 16.231 9.364 0.0792
H 15.764 17.993 10.908 0.0613
H 14.699 16.876 9.996 0.0661
H 14.784 18.638 9.514 0.1118
H 16.175 17.416 7.939 0.1519
H 17.475 19.515 9.369 0.1491
H 18.242 18.412 8.046 0.1425
```

The HOMO energy is -10.17 eV. Its multiplicity is 1. The calculation puts the energy at -4477.26571 Ha. The value obtained for the largest force on an atom is 3.46 eV/Å. For the relative energy (zero: lowest compared OMol25 entry of this formula, charge and spin), the calculation gives 37.07 kcal per mole.



This record from the Open Molecules 2025 dataset describes a 2-piece molecular cluster, C12H13BClN5O9S overall. The level of theory is the ωB97M-V functional and the def2-TZVPD basis.

```
42
Properties=species:S:1:pos:R:3:lowdin_charge:R:1
C -0.208 -0.118 2.040 0.0093
C 0.583 1.258 2.314 -0.4566
O 0.972 1.242 3.710 -0.0032
N -0.326 2.416 1.992 0.1231
C -0.394 2.452 0.522 -0.2686
N -1.452 2.043 -0.150 0.1856
C -1.484 2.087 -1.641 -0.1053
C -2.925 2.474 -2.232 -0.1708
N -3.101 3.643 -2.802 0.0774
N 0.791 2.950 -0.178 -0.4845
Cl 0.716 4.647 -0.453 0.7413
C 2.064 2.490 0.424 -0.1693
C 1.919 1.240 1.419 -0.2281
N 3.134 1.168 2.313 0.0753
C 4.119 0.826 1.547 -0.6600
S 5.546 0.761 0.721 0.7073
H -1.326 -0.030 2.196 0.0992
H 0.232 -0.879 2.755 0.1144
H -0.047 -0.516 0.984 0.0808
H 0.848 2.135 4.089 0.1112
H 0.072 3.302 2.354 0.1420
H -2.234 1.667 0.418 0.1928
H -0.785 2.859 -2.109 0.1171
H -1.124 1.074 -2.048 0.1318
H -3.816 1.777 -2.224 0.1237
H -4.087 3.713 -3.124 0.0586
H 2.727 2.127 -0.440 0.1381
H 2.647 3.332 0.920 0.1264
H 1.914 0.300 0.778 0.1486
B -0.382 -4.035 -1.086 -0.8909
O -1.351 -3.081 -0.509 0.2520
C -1.309 -1.986 -1.252 -0.4059
O -1.982 -0.999 -1.056 0.0967
C -0.329 -2.157 -2.337 -0.4017
O -0.058 -1.337 -3.182 0.1379
O 0.225 -3.360 -2.249 0.2544
O 0.644 -4.404 -0.097 0.2286
C 0.582 -5.729 0.062 -0.3957
O 1.289 -6.357 0.805 0.1606
C -0.473 -6.277 -0.806 -0.3946
O -0.784 -7.435 -0.899 0.1634
O -1.048 -5.283 -1.488 0.2378
```

The HOMO energy is -9.30 eV. Its multiplicity is 1. The calculation puts the energy at -2299.27204 Ha. The value obtained for the largest force on an atom is 5.58 eV/Å.



This record from the Open Molecules 2025 dataset describes a 2-piece molecular cluster, C4H5NO overall. The level of theory is the ωB97M-V functional and the def2-TZVPD basis.

```
11
Properties=species:S:1:pos:R:3:lowdin_charge:R:1
O -0.287 -0.298 -2.161 0.0501
C 0.127 -0.846 -1.175 -0.4308
N -0.829 1.181 -0.066 0.0303
C -0.444 1.697 1.018 -0.1041
C 1.009 -1.033 0.102 0.0798
C 0.355 -2.025 -0.493 0.0065
H -1.581 1.669 -0.548 0.0682
H 0.393 1.230 1.551 0.0533
H -0.881 2.573 1.499 0.0610
H 1.787 -1.066 0.858 0.0885
H 0.350 -3.082 -0.585 0.0972
```

The HOMO energy is -8.97 eV. Its multiplicity is 1. The calculation puts the energy at -285.25375 Ha. The value obtained for the largest force on an atom is 1.39 eV/Å. For the relative energy (zero: lowest compared OMol25 entry of this formula, charge and spin), the calculation gives 100.93 kcal per mole.



Question: What is the formula in the second record?
Answer: ILi



Copy entry 5 word for word.
This record from the Open Molecules 2025 dataset describes a 2-piece molecular cluster, C12H13BClN5O9S overall. The level of theory is the ωB97M-V functional and the def2-TZVPD basis.

```
42
Properties=species:S:1:pos:R:3:lowdin_charge:R:1
C -0.208 -0.118 2.040 0.0093
C 0.583 1.258 2.314 -0.4566
O 0.972 1.242 3.710 -0.0032
N -0.326 2.416 1.992 0.1231
C -0.394 2.452 0.522 -0.2686
N -1.452 2.043 -0.150 0.1856
C -1.484 2.087 -1.641 -0.1053
C -2.925 2.474 -2.232 -0.1708
N -3.101 3.643 -2.802 0.0774
N 0.791 2.950 -0.178 -0.4845
Cl 0.716 4.647 -0.453 0.7413
C 2.064 2.490 0.424 -0.1693
C 1.919 1.240 1.419 -0.2281
N 3.134 1.168 2.313 0.0753
C 4.119 0.826 1.547 -0.6600
S 5.546 0.761 0.721 0.7073
H -1.326 -0.030 2.196 0.0992
H 0.232 -0.879 2.755 0.1144
H -0.047 -0.516 0.984 0.0808
H 0.848 2.135 4.089 0.1112
H 0.072 3.302 2.354 0.1420
H -2.234 1.667 0.418 0.1928
H -0.785 2.859 -2.109 0.1171
H -1.124 1.074 -2.048 0.1318
H -3.816 1.777 -2.224 0.1237
H -4.087 3.713 -3.124 0.0586
H 2.727 2.127 -0.440 0.1381
H 2.647 3.332 0.920 0.1264
H 1.914 0.300 0.778 0.1486
B -0.382 -4.035 -1.086 -0.8909
O -1.351 -3.081 -0.509 0.2520
C -1.309 -1.986 -1.252 -0.4059
O -1.982 -0.999 -1.056 0.0967
C -0.329 -2.157 -2.337 -0.4017
O -0.058 -1.337 -3.182 0.1379
O 0.225 -3.360 -2.249 0.2544
O 0.644 -4.404 -0.097 0.2286
C 0.582 -5.729 0.062 -0.3957
O 1.289 -6.357 0.805 0.1606
C -0.473 -6.277 -0.806 -0.3946
O -0.784 -7.435 -0.899 0.1634
O -1.048 -5.283 -1.488 0.2378
```

The HOMO energy is -9.30 eV. Its multiplicity is 1. The calculation puts the energy at -2299.27204 Ha. The value obtained for the largest force on an atom is 5.58 eV/Å.



Question: largest force on an atom of number 3 (C6H27NO7)?
Answer: 6.43 eV/Å



Question: Which of these has the highest largest force on an atom?
Answer: C6H27NO7